15
Properties=species:S:1:pos:R:3 method="wB97M-V/def2-TZVPD" relative_energy_kj_mol=281.0 lumo_energy_ha=0.029 energy_ha=-287.725437 homo_lumo_gap_ev=8.4 smiles="C=C/C=C/N.O"
C -0.7264 -2.9786 0.2251
C -0.4311 -1.6927 -0.0847
C -1.4287 -0.6695 -0.2919
C -1.0595 0.5644 -0.6374
N -1.8484 1.6601 -0.9799
H -0.3636 -3.6406 0.9903
H -1.7759 -3.1285 -0.0252
H 0.6014 -1.4113 -0.3063
H -2.4860 -0.9109 -0.2825
H -0.0137 0.8614 -0.6603
H -1.5425 2.1385 -1.8161
H -2.8345 1.4550 -0.9831
O 4.2143 2.1706 1.5493
H 4.2610 2.5617 0.6663
H 4.8488 1.4442 1.4324